Entry 1:
This record from the OMol25 dataset describes C37H91Br3N9O21P3 as an isolated structure at a distorted geometry. The level of theory is wB97M-V/def2-TZVPD.

Its energy above the lowest of the compared OMol25 structures with the same formula, charge and spin is 18.9 kcal/mol. The calculation puts the total energy at -334249.9118 eV. As for the net charge: 0. The gap between HOMO and LUMO is 8.75 eV.

Geometry as XYZ:
```
164
C37H91Br3N9O21P3, DFT wB97M-V/def2-TZVPD
C -5.05470 -20.52452 13.44899
Br -4.62265 -18.69596 13.95653
Br -6.20534 -21.29751 14.86355
Br -3.52899 -21.69296 13.28209
H -5.61609 -20.52995 12.52188
O -6.71177 -21.79412 4.53423
P -5.34981 -21.73803 3.98764
N -4.99716 -20.21917 3.30235
C -5.40075 -19.76209 1.97459
C -4.79148 -19.12625 4.22999
N -4.88599 -22.86467 2.81452
C -5.58828 -24.13321 2.64471
C -3.83902 -22.57259 1.81481
N -4.22783 -21.86210 5.25260
C -4.69217 -22.03996 6.63033
C -2.77752 -21.77677 5.08052
H -5.23092 -20.46797 1.15948
H -5.04244 -18.76283 1.75361
H -6.50264 -19.74666 2.00504
H -5.44663 -18.26002 4.09085
H -3.76215 -18.75652 4.25629
H -5.06582 -19.45390 5.23750
H -6.57423 -24.10799 3.11010
H -5.73099 -24.29062 1.57657
H -5.03299 -24.91292 3.17103
H -3.24217 -21.73031 2.15235
H -3.18460 -23.44426 1.89515
H -4.26252 -22.39496 0.82788
H -5.73179 -22.34733 6.60456
H -3.99251 -22.66242 7.19067
H -4.59170 -21.05474 7.10925
H -2.54673 -21.87884 4.02579
H -2.31468 -22.53867 5.70652
H -2.48429 -20.77539 5.41514
O -5.97791 -19.51870 10.73274
P -7.39980 -19.68764 10.36909
N -8.00950 -21.07595 11.08185
C -7.64563 -22.40619 10.65162
C -9.01983 -21.01687 12.15654
N -7.68582 -19.85704 8.72470
C -6.99066 -18.98532 7.76869
C -8.86093 -20.57612 8.20197
N -8.41370 -18.44656 10.86050
C -9.79215 -18.34626 10.37752
C -7.77511 -17.18574 11.19443
H -8.42582 -22.96095 10.12196
H -7.42812 -23.04730 11.51188
H -6.75646 -22.40241 10.01977
H -8.84410 -20.11722 12.74255
H -8.94953 -21.90003 12.78691
H -10.01054 -20.92459 11.70162
H -7.03416 -19.41317 6.76843
H -7.55146 -18.04290 7.76310
H -5.97481 -18.83290 8.12308
H -9.05752 -21.39595 8.88849
H -9.74063 -19.93565 8.12342
H -8.63909 -20.97204 7.21018
H -10.35068 -19.25289 10.59077
H -10.28054 -17.46257 10.78067
H -9.74174 -18.19842 9.29236
H -7.14893 -16.78503 10.39030
H -7.16255 -17.36772 12.08392
H -8.50055 -16.42505 11.48112
O -3.23451 -16.41721 15.79692
P -3.90614 -15.10061 15.73812
N -4.66401 -14.89261 14.23929
C -6.06415 -15.25601 14.04427
C -3.84351 -14.98228 13.02898
N -2.95817 -13.71673 15.87613
C -1.56420 -13.88135 16.31405
C -3.40779 -12.37608 15.49748
N -5.10394 -14.92875 16.88512
C -5.22364 -15.82533 18.01008
C -6.02177 -13.79920 16.90982
H -6.70937 -14.46666 14.44133
H -6.37402 -16.15229 14.59730
H -6.35700 -15.49269 13.02300
H -4.44445 -14.71012 12.16087
H -3.63063 -16.05465 12.92847
H -2.94873 -14.36604 13.11075
H -0.97768 -14.49848 15.62919
H -1.00021 -12.95382 16.39169
H -1.58436 -14.38294 17.28223
H -2.53076 -11.72970 15.52864
H -3.73930 -12.33613 14.45955
H -4.16434 -11.96188 16.16008
H -4.25646 -16.22527 18.31641
H -5.57344 -15.26502 18.88242
H -5.91773 -16.65793 17.86232
H -5.78394 -13.10927 17.72219
H -7.04840 -14.17163 16.94193
H -5.99880 -13.20871 15.99301
C -6.78976 -25.95135 16.75558
O -6.11708 -25.25515 15.73331
C -6.48755 -25.50373 14.48868
O -7.33746 -26.27918 14.13384
O -5.83179 -24.67292 13.69078
C -5.84319 -24.88457 12.28437
H -6.57113 -25.48439 17.71146
H -6.48333 -27.00047 16.80449
H -7.86536 -25.96217 16.56406
H -5.09222 -25.63920 12.06334
H -5.62616 -23.96361 11.74557
H -6.87297 -25.09706 11.98750
C -5.31306 -11.59542 12.16360
O -6.69280 -11.59227 11.80867
C -7.19057 -12.61801 11.13655
O -6.58306 -13.54651 10.68921
O -8.50238 -12.42385 11.02979
C -9.29280 -13.48528 10.55474
H -5.21048 -10.67748 12.74872
H -4.65244 -11.41032 11.31903
H -5.13864 -12.40968 12.86360
H -9.06673 -14.44080 11.02789
H -9.08698 -13.63456 9.48781
H -10.35028 -13.24476 10.60271
C -12.07996 -22.57435 15.32981
O -12.16630 -23.46460 14.25217
C -11.02708 -24.01897 13.82972
O -9.93768 -23.69663 14.20881
O -11.32169 -24.88415 12.87708
C -10.24748 -25.41231 12.11026
H -11.72160 -23.05635 16.24529
H -13.04565 -22.15647 15.60407
H -11.38333 -21.76010 15.11718
H -10.25625 -24.88470 11.15686
H -10.40141 -26.45451 11.83082
H -9.30710 -25.34899 12.65297
C -4.17984 -16.78461 9.34097
O -3.87551 -15.40100 9.37838
C -3.02973 -14.91705 8.50464
O -2.59119 -15.46590 7.52290
O -2.75703 -13.65719 8.84267
C -1.85555 -12.94772 8.03389
H -4.23712 -17.22336 8.34210
H -5.19928 -16.95642 9.67881
H -3.45760 -17.33720 9.93639
H -2.22383 -12.60102 7.07180
H -0.94033 -13.52583 7.86506
H -1.42541 -12.11428 8.59193
C -8.26109 -23.87198 7.03548
O -7.67845 -25.15072 7.21372
C -7.73952 -25.71350 8.42358
O -8.03894 -25.17062 9.46343
O -7.15678 -26.88572 8.34046
C -7.13521 -27.71865 9.49518
H -9.34725 -23.88923 7.14827
H -8.00244 -23.56968 6.02322
H -7.89549 -23.10094 7.71614
H -8.15385 -27.74616 9.89019
H -6.51957 -27.37630 10.32594
H -6.84420 -28.70458 9.15087
C -12.51297 -22.72745 10.28176
O -12.30834 -21.35298 9.99142
C -12.66390 -20.93105 8.77270
O -12.96777 -21.62968 7.85029
O -12.43456 -19.62017 8.77768
C -12.52988 -18.86101 7.56922
H -13.08720 -23.26132 9.52846
H -12.99982 -22.86096 11.24696
H -11.53604 -23.20953 10.35386
H -12.41712 -19.48121 6.67862
H -11.73951 -18.11789 7.50474
H -13.53394 -18.44240 7.60987
```

Atom charges from the Löwdin analysis, given in e for atoms 1 to 6: -1.55, 0.64, 0.54, 0.58, -0.08, -0.29

=====

Entry 2:
This record from the OMol25 dataset describes C29H31Br4Ge2NO6Ta as an isolated structure. The level of theory is wB97M-V/def2-TZVPD.

Its energy above the lowest of the compared OMol25 structures with the same formula, charge and spin is 5.6 kcal/mol. The calculation puts the total energy at -439079.9671 eV. As for the net charge: +3. The gap between HOMO and LUMO is 5.04 eV.

Geometry as XYZ:
```
74
C29H31Br4Ge2NO6Ta, DFT wB97M-V/def2-TZVPD
Ta -0.98620 0.38455 1.74453
O -5.09598 1.64104 1.57564
C -3.87208 1.43246 1.90042
O -2.91790 1.34966 1.12279
C -3.55824 1.32776 3.35981
C -4.41878 1.51278 4.42848
C -3.87556 1.47203 5.70596
C -2.50434 1.28391 5.87156
C -1.72956 1.10537 4.74143
N -2.25852 1.10216 3.51640
C -0.24179 0.95584 4.63734
O 0.59085 0.99326 5.60820
O 0.18621 0.80939 3.47910
H -5.21965 1.71176 0.60816
H -5.47346 1.69294 4.26627
H -4.51116 1.60834 6.57158
H -2.07823 1.28639 6.86705
H 0.20091 1.13425 6.48864
C 2.42229 1.89358 1.42810
C 1.18874 2.77445 1.23737
Ge -0.01490 2.08992 -0.19430
C -1.45397 3.31350 -0.72466
C -2.31390 2.75359 -1.85533
C 1.04400 1.73642 -1.78663
C 1.51889 0.64504 -2.38502
Ge 1.14368 -1.09532 -1.67477
C -0.62882 -1.82347 -1.96921
C -0.71373 -2.41788 -3.39045
C 2.60653 -2.00940 -0.80765
C 3.97107 -1.75530 -1.45975
C 2.40238 0.58947 -3.55722
C 2.41438 -0.58463 -4.31163
C 3.24338 -0.72363 -5.41213
C 4.07506 0.32915 -5.76627
C 4.08049 1.50292 -5.01851
C 3.25447 1.63404 -3.91604
H 3.07732 2.29115 2.20257
H 3.00076 1.82848 0.50628
H 2.16740 0.86816 1.71998
H 1.46897 3.77778 0.90226
H 0.65876 2.93729 2.18132
H -0.93873 4.22497 -1.04236
H -2.05507 3.59364 0.14107
H -1.71653 2.51562 -2.73610
H -3.06806 3.47755 -2.16398
H -2.82988 1.83918 -1.55303
H 1.30870 2.70179 -2.22788
H -1.34395 -1.00558 -1.85404
H -0.84480 -2.58418 -1.22006
H -0.61079 -1.65228 -4.15871
H -1.69159 -2.88156 -3.51209
H 0.03499 -3.19189 -3.56409
H 2.37106 -3.07174 -0.72734
H 2.59854 -1.61970 0.21844
H 4.02912 -2.18078 -2.45955
H 4.74565 -2.21980 -0.85113
H 4.19480 -0.69108 -1.53492
H 1.72966 -1.40568 -4.07010
H 3.23665 -1.63441 -5.99488
H 4.72529 0.23553 -6.62529
H 4.74130 2.31275 -5.29579
H 3.28991 2.53926 -3.32340
Br -2.73493 -6.23674 0.74049
C -1.77234 -4.67759 1.08698
C -0.42397 -4.74004 1.46326
Br 0.43131 -6.38945 1.64459
C 0.30736 -3.56643 1.71307
Br 2.07510 -3.56476 2.33123
C -0.34590 -2.36626 1.53472
O 0.19039 -1.10385 1.70471
C -1.68107 -2.30635 1.21482
O -2.14256 -1.01625 1.17004
C -2.42639 -3.43992 0.97814
Br -4.23304 -3.25319 0.53152
```

Atom charges from the Löwdin analysis, given in e for atoms 1 to 6: 1.80, 0.27, -0.39, -0.07, -0.12, 0.10

=====

Entry 3:
This record from the OMol25 dataset describes C47H46FInN8O4 as an isolated structure. The level of theory is wB97M-V/def2-TZVPD.

Its energy above the lowest of the compared OMol25 structures with the same formula, charge and spin is 37.1 kcal/mol. Its spin multiplicity is 2. The calculation puts the total energy at -77476.5433 eV. As for the net charge: +1. The gap between HOMO and LUMO (spin up / spin down) is 4.37 / 5.58 eV.

Geometry as XYZ:
```
107
C47H46FInN8O4, DFT wB97M-V/def2-TZVPD
In -0.41367 -1.70530 1.63084
N 0.69474 -4.31409 -8.89021
C 0.62151 -4.06219 -7.77182
C 0.52811 -3.73789 -6.37296
C -0.66571 -3.94618 -5.68671
C -0.74509 -3.63820 -4.34033
C 0.35423 -3.11542 -3.65853
C 1.54189 -2.90853 -4.36066
C 1.63451 -3.21973 -5.70472
C 0.25101 -2.79429 -2.20854
C 0.62721 -1.49120 -1.81487
C 0.90211 -0.42523 -2.71124
C 1.34811 0.63384 -1.94849
C 1.31089 0.18486 -0.61622
N 0.85330 -1.06644 -0.50607
C -0.17151 -3.81931 -1.38097
C -0.31048 -5.20047 -1.74368
C -0.81822 -5.84071 -0.64762
C -0.98500 -4.83417 0.34396
N -0.59032 -3.64634 -0.06730
H -1.52195 -4.35105 -6.20868
H -1.67563 -3.77847 -3.80659
H 2.40368 -2.51678 -3.83821
H 2.55952 -3.06677 -6.24414
H 0.77848 -0.45405 -3.78115
H 1.66436 1.60957 -2.28460
H 1.59211 0.74256 0.26456
H -0.00391 -5.64851 -2.67591
H -1.03932 -6.89114 -0.54562
H -1.39715 -4.96148 1.33515
F -3.16762 2.15873 -3.56339
C -2.57317 2.69710 -2.47040
C -2.34252 1.89574 -1.38807
C -1.76435 2.42082 -0.23855
C -1.51634 1.53826 0.91040
O -2.05465 0.43046 0.97062
C -0.63939 2.08703 1.91855
C -0.39376 3.41323 1.91610
N -0.80526 4.28371 0.93749
C -0.70266 5.70898 1.10997
C 0.38326 6.48719 0.41693
C 0.41011 6.30358 1.90574
C -1.41712 3.77721 -0.19575
C -1.66442 4.57847 -1.31507
C -2.23547 4.05300 -2.46413
N -2.41098 4.91203 -3.58822
C -2.57171 4.35342 -4.92488
C -2.36090 5.50003 -5.93832
N -1.66600 6.61437 -5.21704
C -2.59611 7.24341 -4.22376
C -3.23986 6.09515 -3.41896
C 0.09615 1.21831 2.93959
O 0.20380 1.63766 4.07960
O 0.68589 0.20612 2.41439
H -2.61508 0.84788 -1.40853
H 0.17145 3.84489 2.72945
H -1.67130 6.19078 1.19255
H 0.14415 7.46332 0.01527
H 1.10136 5.91948 -0.16002
H 0.16113 7.14378 2.53717
H 1.17054 5.65595 2.31604
H -1.36786 5.61861 -1.30100
H -3.55578 3.91009 -5.09517
H -1.82498 3.57673 -5.07269
H -3.29940 5.90136 -6.31495
H -1.75100 5.18865 -6.78252
H -1.27297 7.30485 -5.85506
H -0.91307 6.18146 -4.67199
H -3.33233 7.82483 -4.77453
H -2.00741 7.91404 -3.60084
H -4.26416 5.91659 -3.76931
H -3.29769 6.36635 -2.36950
O 0.63704 -1.48347 4.78165
N 0.32828 -1.63488 6.00620
C -0.93729 -1.38392 6.42423
C -1.30462 -1.56536 7.73881
C -0.37873 -2.00798 8.67033
C 0.91470 -2.24882 8.23296
C 1.24646 -2.05550 6.91081
H -1.59825 -1.03120 5.64810
H -2.32522 -1.35311 8.02444
H -0.65509 -2.15539 9.70417
H 1.68063 -2.59109 8.91439
H 2.23174 -2.21855 6.50481
C 4.37873 -3.02792 2.77627
N 3.52655 -2.44417 1.71294
C 2.84220 -1.20888 2.19612
C 2.53341 -3.44265 1.14425
C 1.73494 -4.10314 2.21818
C 2.13994 -5.35332 2.69986
C 1.41034 -5.99302 3.68516
C 0.27554 -5.37428 4.20199
C -0.12596 -4.13734 3.71544
C 0.58938 -3.49071 2.71288
H 5.09620 -2.27895 3.10286
H 4.89873 -3.90237 2.39173
H 3.73641 -3.31918 3.60287
H 4.12943 -2.18144 0.93532
H 2.14979 -1.46273 3.00164
H 2.27579 -0.77275 1.37796
H 3.59009 -0.50481 2.55431
H 3.11188 -4.17029 0.57359
H 1.89227 -2.87550 0.46832
H 3.01677 -5.84010 2.28103
H 1.71807 -6.96632 4.04464
H -0.30177 -5.86870 4.97444
H -1.01877 -3.67268 4.12136
```

Atom charges from the Löwdin analysis, given in e for atoms 1 to 6: 1.03, 0.16, -0.18, -0.23, -0.01, -0.01

=====

Entry 4:
This record from the OMol25 dataset describes C3H7FOS in the gas phase at a distorted geometry. The level of theory is wB97M-V/def2-TZVPD.

Its energy above the lowest of the compared OMol25 structures with the same formula, charge and spin is 19.8 kcal/mol. As for the SMILES: OC[C@@H](F)CS. The calculation puts the total energy at -18823.9453 eV. As for the net charge: 0. The gap between HOMO and LUMO is 9.91 eV.

Geometry as XYZ:
```
13
C3H7FOS, DFT wB97M-V/def2-TZVPD
O -0.98783 -1.91323 0.87043
C -0.75218 -0.84273 0.07738
C 0.53030 -0.18170 0.48649
F 1.64420 -0.95628 0.19201
C 0.82491 1.20081 -0.11199
S 0.78198 1.37441 -1.94254
H -1.85458 -1.81121 1.29744
H -1.51131 -0.05331 0.05895
H -0.70422 -1.18086 -0.92562
H 0.40804 -0.05676 1.54913
H 1.80488 1.37873 0.19225
H 0.29747 1.97195 0.40956
H -0.48166 1.07018 -2.15348
```

Atom charges from the Löwdin analysis, given in e for atoms 1 to 6: -0.01, -0.29, -0.38, -0.01, -0.48, 0.73